Record 1
13
Properties=species:S:1:pos:R:3:forces:R:3 method="wB97M-V/def2-TZVPD" spin_multiplicity=1 homo_energy_ha="-0.294 / -0.291"
I -1.694418 3.480516 1.233425 0.5 -0.8 0.2
F 3.109846 0.744375 3.405573 0.6 0.0 0.8
N 0.539994 -0.352526 1.036086 3.0 0.8 2.5
C -0.740538 1.647668 1.563045 1.2 -0.7 -1.3
C -0.171122 0.749768 0.679643 -3.2 2.3 1.1
C -0.564824 0.793675 -0.793857 0.9 -0.5 0.3
C 2.343027 0.635843 2.372745 -2.3 -1.8 -1.0
C 1.505521 -0.426574 2.098074 0.4 2.7 -1.2
H 1.721433 -1.421890 2.433464 0.1 -0.3 0.3
H 0.178386 -1.214587 0.829026 -1.1 -2.2 -1.0
H 0.441949 0.571334 -1.189184 -0.6 0.1 -0.8
H -1.275291 -0.056903 -1.090237 0.8 1.5 0.3
H -0.828105 1.843362 -1.051271 -0.3 -1.1 -0.2

***

Record 2
104
Properties=species:S:1:pos:R:3:forces:R:3 method="wB97M-V/def2-TZVPD" spin_multiplicity=1 charge=+1 homo_energy_ha=-0.352
I 0.558966 6.328464 -0.236551 -0.1 0.1 -1.7
I 2.064175 3.231338 -0.749073 -0.2 0.5 -1.7
Br -4.659634 7.999051 -3.322094 1.2 -1.1 0.2
Cl -0.820902 9.906530 -6.538717 0.2 -1.7 0.8
S 2.312097 10.460922 -0.824778 0.4 -4.0 -2.3
O -1.622482 -5.321911 -2.317527 -0.1 -0.1 -0.5
O -4.810075 -5.085668 6.131462 -0.1 -0.2 -0.5
O 0.902168 -1.602431 -2.439212 0.2 -0.2 0.1
O -3.915748 5.301987 -3.770927 1.7 5.1 1.8
O 1.806568 -2.477384 4.199541 -0.1 0.0 -0.4
O 3.659485 0.768524 1.695690 0.4 0.0 -0.2
O -2.293478 -1.360087 6.015112 0.1 -0.2 0.1
N -0.970771 6.510139 -3.963881 -1.0 0.0 -0.5
N -2.487450 -4.145520 4.436295 0.0 0.2 0.2
N 3.744321 -2.255958 1.651586 -0.2 0.1 0.1
N 2.287745 8.127635 -2.643115 -1.0 3.8 3.8
N 0.702720 -4.390118 -4.013057 0.0 0.2 0.3
C 1.939163 -2.548579 -2.681403 0.1 0.2 -0.3
C 2.997968 -1.388459 0.745197 0.2 0.3 0.2
C -1.425128 -3.135029 4.487398 -0.2 0.0 0.0
C 2.080898 -1.087054 4.144888 0.0 -0.2 0.4
C -0.235166 8.409362 -5.610381 1.1 0.0 1.0
C -0.575313 -6.150282 -2.827516 0.4 0.1 0.5
C -5.754718 -4.678224 5.154656 0.0 0.0 0.4
C -0.299014 -2.156886 -1.925567 0.0 0.4 0.0
C -2.565777 -4.913332 -3.295443 0.0 0.0 0.4
C 0.941973 8.918157 -4.589734 -0.8 -0.1 0.1
C -3.493114 -1.916002 6.528649 0.0 0.4 -0.1
C 1.817173 3.720608 -3.920308 0.9 -0.2 0.7
C 2.979987 -3.386038 2.189985 0.1 0.2 0.1
C -2.444277 -5.135257 5.509108 -0.4 0.0 -0.1
C 0.743143 -5.378681 -2.938778 -0.4 0.0 -0.1
C -1.429918 7.705190 -4.801777 -0.2 1.6 -2.3
C 2.376856 9.069267 -1.747699 -0.7 0.3 -1.6
C 0.887825 5.683656 -2.321728 0.8 -3.0 -1.0
C 3.711825 -0.050541 0.524453 -0.6 -0.2 0.0
C 0.474045 6.587304 -3.569810 2.8 1.0 2.6
C 1.504431 4.417136 -2.521453 -1.3 1.9 0.0
C -1.254901 -2.303359 5.770420 0.2 0.2 -0.3
C -3.760878 -5.910338 5.619938 0.4 0.1 0.5
C 4.886844 0.844250 2.405718 -0.2 0.2 0.1
C 1.659661 -3.104782 2.928482 0.2 -0.3 0.1
C 1.766540 -3.382765 -3.962919 -0.3 0.0 0.0
C -3.490290 6.408563 -3.341732 -0.7 -5.0 -1.9
C -1.942633 6.399809 -2.824474 -2.0 1.3 1.9
C 0.863808 8.124693 -3.170668 0.2 -0.4 -2.3
H -0.850258 -6.626961 -3.773707 0.0 0.2 0.0
H -0.112723 -2.976300 -1.227687 0.0 -0.1 -0.1
H 2.848977 -1.952770 -2.810966 -0.1 0.0 0.0
H -0.347472 -1.705672 5.641376 -0.1 -0.1 0.0
H -1.627985 -5.840785 5.315693 0.0 0.0 0.0
H 1.145114 6.336913 -4.460512 -1.2 0.1 1.2
H 0.933470 -2.563123 2.312698 0.1 0.2 0.0
H -1.917444 8.522772 -4.157797 0.6 -1.6 -0.8
H -3.444587 -4.532864 -2.775139 0.1 0.0 0.1
H -3.378892 -3.664961 4.462931 0.1 -0.1 0.0
H -2.156502 7.284672 -5.597667 0.9 0.8 1.6
H -4.032342 -1.129886 7.063965 0.2 0.0 0.0
H 2.900499 3.319716 -3.849123 -1.8 0.6 -0.1
H -0.437152 -6.949045 -2.090611 0.0 0.1 -0.1
H 2.783318 -4.087214 1.371815 -0.1 0.0 0.0
H 0.928282 -4.915463 -1.956899 0.0 -0.2 -0.1
H -2.874080 -5.747821 -3.927794 0.0 0.0 -0.1
H -2.172389 -4.106229 -3.916585 0.0 0.0 -0.2
H 2.114360 -3.163690 -1.792585 -0.2 -0.1 0.0
H 1.557755 -6.086285 -3.130863 0.0 0.0 0.0
H -6.634358 -4.300926 5.675850 0.1 0.0 0.1
H -1.846236 5.437188 -2.209673 0.2 1.5 -1.1
H 2.877117 -1.894070 -0.219388 0.0 0.1 0.1
H -0.838036 -1.369383 -1.391741 0.2 0.0 0.0
H 4.735819 -0.189187 0.163040 0.0 0.0 0.2
H -4.035025 -6.386456 4.673086 0.0 0.2 -0.1
H -0.187577 -3.907388 -3.987695 0.1 -0.1 0.0
H -1.624932 -2.438982 3.665264 0.1 0.0 0.1
H -5.363776 -3.869169 4.534714 0.0 0.0 -0.2
H -4.133558 -2.238299 5.708326 -0.2 -0.2 0.1
H 2.716710 -3.876483 -4.192425 0.0 0.0 0.1
H 1.201136 -4.076458 3.137416 0.1 0.0 0.0
H -1.077797 -2.919942 6.657936 -0.2 -0.1 0.0
H 5.728789 1.016495 1.732773 0.0 -0.1 0.0
H 1.798138 4.413160 -4.825760 -0.2 -0.8 1.3
H 0.792672 10.025122 -4.360400 0.3 -1.5 -0.5
H 1.149796 2.810201 -4.105057 0.8 1.4 0.4
H -1.847032 7.351710 -2.176358 0.3 -1.8 -0.9
H 1.568685 -2.687748 -4.785827 0.1 0.0 0.1
H 1.952479 8.737879 -5.118280 -1.6 0.3 1.2
H 1.991659 -1.157302 1.128763 0.1 0.1 -0.2
H 5.063644 -0.058015 2.993276 0.2 -0.1 0.0
H -6.060994 -5.512717 4.521093 0.0 0.0 -0.1
H -0.475659 -3.624661 4.257167 -0.1 0.0 0.2
H -3.305405 -2.736036 7.225300 0.0 -0.1 -0.1
H 4.822482 1.683283 3.098238 -0.1 0.0 0.0
H -2.259783 -4.672979 6.491238 0.0 -0.2 -0.1
H 4.084858 -1.707576 2.432325 0.0 -0.1 -0.1
H 3.167197 0.499225 -0.250042 0.0 -0.2 0.0
H 3.155072 -0.923971 4.065259 0.0 0.2 -0.2
H 3.646829 -3.901065 2.889150 -0.1 0.0 -0.1
H -1.109198 5.668100 -4.558847 0.2 0.4 0.5
H 1.759872 -0.637892 5.088662 0.0 -0.1 -0.1
H -3.620384 -6.709815 6.355753 0.0 0.1 -0.1
H -0.939015 -2.479368 -2.745812 -0.1 -0.2 0.1
H 0.130317 8.590027 -2.430739 0.9 -0.7 -1.1
H 0.212822 7.674810 -6.358320 -0.7 1.1 0.8
H 1.546880 -0.590392 3.331359 0.1 0.0 -0.1

***

Record 3
24
Properties=species:S:1:pos:R:3:forces:R:3 method="wB97M-V/def2-TZVPD" spin_multiplicity=1 smiles="CC(C)N.C=CNC" homo_energy_ha=-0.313
N 0.638085 -1.550020 0.530119 0.3 0.3 -0.9
N -1.445112 0.509744 -0.756276 -0.6 -0.1 -1.9
C 1.680048 -0.831642 1.288120 -0.5 0.6 -0.1
C 1.036327 -0.321351 2.568569 -0.8 -0.7 0.5
C -1.389023 1.984212 -0.814052 0.2 -0.8 0.2
C -1.614527 -0.131126 -2.052452 -1.4 -1.6 1.8
C -2.392567 -1.247216 -2.247074 2.4 2.7 -0.3
C 2.358310 0.327824 0.558932 -1.4 0.6 -2.0
H 2.470291 -1.475888 1.594589 0.5 -1.1 0.0
H 2.850005 0.067270 -0.412325 -0.3 -0.2 0.8
H -2.163603 0.175272 -0.110051 0.3 0.2 -0.3
H 3.079973 0.830265 1.156007 0.7 0.4 0.7
H 1.762754 0.149596 3.234765 -0.1 0.0 0.0
H -0.036186 -0.851850 0.158018 0.5 -0.5 0.4
H -2.959257 -1.669697 -1.462043 -0.6 -0.5 0.6
H -2.281020 -1.710950 -3.206211 -0.4 -0.4 -0.2
H 0.494316 -1.151323 3.124601 0.7 1.0 -0.7
H -0.995259 0.252935 -2.847115 0.1 0.2 0.0
H -0.748075 2.297243 -1.619330 0.3 -0.1 -0.5
H 1.027143 -1.975175 -0.327417 -0.1 0.2 0.7
H 0.293452 0.419337 2.267531 -0.1 0.1 0.3
H -0.905964 2.337313 0.079842 0.0 0.3 0.5
H 1.587533 1.100493 0.253658 0.6 -0.7 0.4
H -2.347644 2.464736 -0.960397 -0.4 0.1 0.1

***

Calculated electronic energy in order - -17567.343, -162382.284, -9460.617 eV